{
  "formula": "C17H16IrN7O3S2",
  "method": "ωB97M-V/def2-TZVPD",
  "symbols": ["Ir", "C", "C", "N", "N", "C", "N", "S", "C", "C", "C", "C", "C", "N", "H", "H", "H", "H", "H", "H", "H", "H", "H", "H", "O", "S", "O", "O", "C", "N", "C", "C", "C", "N", "C", "C", "C", "N", "C", "C", "H", "H", "H", "H", "H", "H"],
  "coordinates": [[1.611, -1.196, 0.436], [5.219, -1.027, 2.730], [3.993, -0.747, 1.937], [3.191, -1.751, 1.349], [3.662, -3.035, 1.201], [2.955, -3.888, 0.473], [3.316, -5.153, 0.350], [1.520, -3.313, -0.337], [3.486, 0.544, 1.717], [4.077, 1.710, 2.238], [3.515, 2.936, 1.968], [2.361, 3.015, 1.182], [1.809, 1.852, 0.696], [2.338, 0.645, 0.948], [5.432, -2.087, 2.857], [5.124, -0.613, 3.736], [6.097, -0.572, 2.268], [4.524, -3.293, 1.665], [4.123, -5.545, 0.813], [2.764, -5.776, -0.220], [4.970, 1.634, 2.841], [3.968, 3.837, 2.360], [1.902, 3.964, 0.948], [0.920, 1.866, 0.079], [-7.677, 3.356, -0.706], [-7.281, 2.130, -0.093], [-6.385, 2.166, 1.017], [-8.041, 0.934, -0.323], [-5.910, 1.511, -1.687], [-6.359, 1.586, -2.891], [-5.474, 1.223, -3.819], [-4.195, 0.795, -3.467], [-3.876, 0.755, -2.119], [-4.783, 1.129, -1.202], [-2.579, 0.304, -1.563], [-2.410, 0.272, -0.179], [-1.214, -0.158, 0.348], [-0.187, -0.554, -0.429], [-0.344, -0.529, -1.764], [-1.512, -0.104, -2.360], [-5.796, 1.271, -4.851], [-3.502, 0.499, -4.240], [-3.216, 0.578, 0.474], [-1.060, -0.202, 1.418], [0.496, -0.862, -2.360], [-1.570, -0.108, -3.438]],
  "s2": 6.03,
  "orbital_gap_ev": [6.9, 5.4],
  "e_lumo_ev": [-6.44, -9.19],
  "largest_force_ev_per_a": 0.2,
  "charge": 2,
  "energy_ev": -58952.25071,
  "spin_multiplicity": 5
}



{
  "formula": "C21H27Br2F5I2NO8S",
  "method": "ωB97M-V/def2-TZVPD",
  "symbols": ["C", "C", "O", "C", "C", "C", "C", "C", "O", "O", "O", "C", "O", "C", "C", "C", "C", "S", "C", "I", "C", "C", "I", "C", "C", "Br", "C", "C", "Br", "C", "F", "F", "C", "F", "F", "F", "H", "H", "H", "H", "H", "H", "H", "H", "H", "H", "H", "H", "H", "H", "H", "H", "H", "H", "H", "H", "H", "H", "H", "H", "H", "H", "H", "N", "O", "O", "O"],
  "coordinates": [[1.137, 4.641, -2.440], [-0.024, 4.083, -1.606], [-0.195, 2.691, -1.692], [0.907, 1.975, -1.196], [0.623, 0.477, -1.069], [0.306, -0.005, -2.504], [-1.028, 0.249, -3.189], [-0.981, -0.375, -4.568], [0.023, -0.529, -5.226], [-2.216, -0.724, -5.071], [1.991, -0.021, -0.897], [2.067, -1.153, -0.155], [3.131, -1.650, 0.056], [0.624, -1.630, 0.301], [0.710, -2.204, 1.712], [-0.231, -3.371, 2.072], [-0.971, -3.123, 3.396], [-2.579, -3.983, 3.447], [0.491, -2.679, -0.881], [-1.405, -2.840, -1.959], [0.798, -4.192, -0.586], [0.848, -4.984, -1.921], [2.678, -4.673, 0.357], [0.011, -0.111, 0.261], [0.612, 0.817, 1.400], [2.288, 0.507, 2.318], [0.086, 1.974, 1.831], [0.628, 2.888, 2.886], [-1.501, 2.701, 1.092], [-1.515, -0.300, 0.604], [-1.732, 0.032, 1.903], [-1.837, -1.636, 0.621], [-2.709, 0.330, -0.234], [-2.358, 1.311, -1.059], [-3.625, 0.812, 0.638], [-3.336, -0.622, -0.966], [1.949, 4.947, -1.790], [0.843, 5.475, -3.063], [1.562, 3.887, -3.096], [-0.947, 4.514, -1.979], [0.075, 4.426, -0.578], [1.350, 2.415, -0.303], [1.711, 2.042, -1.926], [0.584, -1.032, -2.688], [1.024, 0.507, -3.133], [-1.237, 1.297, -3.369], [-1.904, -0.161, -2.713], [-2.593, -1.388, -4.489], [1.733, -2.451, 1.943], [0.438, -1.439, 2.423], [-0.993, -3.593, 1.340], [0.334, -4.286, 2.220], [-0.379, -3.451, 4.240], [-1.188, -2.070, 3.532], [-3.379, -2.931, 3.252], [1.196, -2.493, -1.678], [0.007, -4.646, -0.017], [-0.075, -5.521, -2.090], [1.614, -5.746, -1.878], [1.107, -4.352, -2.764], [-0.022, 3.736, 3.049], [0.709, 2.374, 3.834], [1.592, 3.287, 2.600], [0.794, 5.496, 5.366], [0.512, 6.031, 4.268], [0.539, 6.079, 6.434], [1.325, 4.361, 5.375]],
  "orbital_gap_ev": 5.8,
  "e_lumo_ev": 1.06,
  "largest_force_ev_per_a": 3.2,
  "charge": -1,
  "energy_ev": -220788.99944
}



{
  "formula": "C27H38IrNO",
  "method": "ωB97M-V/def2-TZVPD",
  "symbols": ["Ir", "C", "C", "C", "H", "C", "C", "H", "H", "H", "H", "C", "C", "C", "H", "C", "C", "H", "H", "H", "H", "O", "C", "C", "C", "C", "C", "H", "H", "H", "H", "H", "H", "H", "H", "H", "H", "C", "C", "C", "C", "C", "C", "C", "C", "N", "C", "C", "C", "C", "H", "H", "H", "H", "H", "H", "H", "H", "H", "H", "H", "H", "H", "H", "H", "H", "H", "H"],
  "coordinates": [[0.194, 0.946, 0.206], [2.030, 0.504, 1.481], [2.049, -0.389, 0.349], [2.009, 0.390, -0.839], [2.084, -1.465, 0.438], [2.019, 1.771, -0.478], [2.019, 1.856, 0.958], [2.022, 2.756, 1.557], [2.011, 0.201, 2.509], [2.002, -0.004, -1.878], [2.047, 2.615, -1.169], [-1.845, 0.360, 0.957], [-1.568, 1.660, 1.320], [-1.353, 2.453, 0.159], [-1.504, 2.073, 2.357], [-1.510, 1.532, -0.973], [-1.815, 0.206, -0.444], [-1.963, -0.671, -1.060], [-2.051, -0.479, 1.655], [-1.137, 3.498, 0.068], [-1.437, 1.817, -2.062], [0.866, -2.708, -1.046], [-0.374, -0.343, -4.798], [0.271, -1.624, -4.433], [0.464, 0.825, -4.474], [-1.867, -0.464, -4.580], [0.751, -2.808, -2.268], [1.385, -1.743, -4.551], [-0.288, -2.594, -4.643], [-0.094, -3.379, -2.859], [1.703, -2.568, -2.826], [0.635, 1.688, -5.109], [1.404, 0.392, -4.160], [-0.040, 1.084, -3.570], [-2.642, -0.406, -5.351], [-2.007, 0.243, -3.778], [-1.907, -1.450, -4.106], [-1.278, -2.394, 7.427], [-0.812, -1.534, 6.285], [-0.445, -0.196, 6.542], [-0.029, 0.642, 5.484], [0.367, 2.062, 5.784], [-0.004, 0.144, 4.209], [-0.349, -1.217, 3.889], [-0.731, -2.028, 5.006], [-0.318, -1.615, 2.610], [-0.549, -3.015, 2.241], [0.461, -3.996, 2.782], [-1.984, -3.472, 2.387], [-0.339, -3.091, 0.750], [-0.478, -2.556, 8.159], [-2.116, -1.928, 7.956], [-1.607, -3.375, 7.060], [-0.484, 0.186, 7.550], [-0.461, 2.618, 6.241], [1.212, 2.101, 6.482], [0.661, 2.580, 4.862], [0.297, 0.802, 3.378], [-0.993, -3.082, 4.829], [0.354, -4.064, 3.853], [0.285, -4.973, 2.319], [1.477, -3.668, 2.537], [-2.675, -2.845, 1.806], [-2.063, -4.504, 2.023], [-2.266, -3.427, 3.431], [-1.001, -2.323, 0.329], [0.756, -2.975, 0.685], [-0.571, -4.048, 0.269]],
  "s2": 8.85,
  "orbital_gap_ev": [3.1, 5.2],
  "e_lumo_ev": [2.35, 1.01],
  "largest_force_ev_per_a": 5.3,
  "charge": -1,
  "energy_ev": -34979.83437,
  "relative_energy_kj_mol": 292.4,
  "spin_multiplicity": 6
}



{
  "formula": "C4H8INSi",
  "method": "ωB97M-V/def2-TZVPD",
  "symbols": ["C", "C", "C", "C", "N", "Si", "I", "H", "H", "H", "H", "H", "H", "H", "H"],
  "coordinates": [[-1.348, 1.813, -0.634], [-0.677, -1.288, -0.822], [-0.670, -0.036, 1.954], [2.494, 0.713, -1.041], [-1.778, 2.651, -1.303], [-0.574, 0.276, 0.067], [3.229, -0.836, 0.034], [-0.228, -2.003, -0.195], [-1.725, -1.454, -0.765], [-0.330, -1.318, -1.845], [-0.829, -1.097, 2.207], [0.145, 0.457, 2.460], [-1.505, 0.461, 2.376], [1.667, 1.219, -0.503], [2.129, 0.442, -1.990]],
  "orbital_gap_ev": [6.3, 8.0],
  "e_lumo_ev": [-0.89, -0.64],
  "largest_force_ev_per_a": 2.3,
  "energy_ev": -21742.25597,
  "relative_energy_kj_mol": 359.2
}



{
  "formula": "C9H20Cl2CuF2N2O4S2",
  "method": "ωB97M-V/def2-TZVPD",
  "symbols": ["Cu", "C", "C", "C", "C", "N", "C", "C", "C", "C", "C", "H", "H", "H", "H", "H", "H", "H", "H", "H", "H", "H", "H", "H", "H", "H", "H", "H", "H", "H", "H", "Cl", "Cl", "N", "S", "O", "O", "F", "S", "O", "O", "F"],
  "coordinates": [[-3.800, -0.639, 0.554], [1.044, -0.514, -4.564], [2.384, -0.157, -3.902], [2.328, -0.388, -2.402], [1.015, 0.301, -1.729], [1.005, 0.246, -0.178], [1.860, 1.345, 0.429], [1.035, 2.295, 1.244], [-0.170, 1.408, 1.593], [-0.427, 0.601, 0.315], [1.408, -1.083, 0.313], [1.151, -0.516, -5.648], [0.306, 0.216, -4.232], [0.675, -1.478, -4.213], [2.551, 0.892, -4.147], [3.208, -0.639, -4.427], [3.285, -0.085, -1.976], [2.274, -1.448, -2.153], [0.125, -0.292, -1.939], [0.840, 1.361, -1.913], [2.693, 0.806, 0.880], [2.516, 1.707, -0.363], [1.551, 2.597, 2.155], [0.704, 3.244, 0.823], [0.091, 0.674, 2.356], [-1.033, 1.983, 1.929], [-1.061, -0.274, 0.461], [-0.855, 1.299, -0.404], [0.899, -1.920, -0.165], [1.287, -1.031, 1.395], [2.479, -1.211, 0.158], [-6.150, 0.410, -0.398], [-2.587, -1.906, -1.492], [-2.747, -0.693, 2.544], [-1.961, -1.763, 3.173], [-2.570, -2.927, 3.767], [-0.552, -1.466, 3.521], [-1.588, -2.485, 1.769], [-3.075, 0.024, 4.035], [-1.993, 0.894, 4.565], [-4.091, -0.504, 4.884], [-4.059, 1.116, 3.382]],
  "orbital_gap_ev": 6.6,
  "e_lumo_ev": 1.67,
  "largest_force_ev_per_a": 13.6,
  "charge": -1,
  "energy_ev": -117617.09828,
  "relative_energy_kj_mol": 0.0
}



{
  "formula": "BrH14O7",
  "method": "ωB97M-V/def2-TZVPD",
  "symbols": ["Br", "O", "H", "H", "O", "H", "H", "O", "H", "H", "O", "H", "H", "O", "H", "H", "O", "H", "H", "O", "H", "H"],
  "coordinates": [[-22.477, 3.499, 27.396], [-20.851, 5.648, 29.572], [-21.016, 5.389, 30.484], [-21.391, 5.026, 29.042], [-21.281, 3.503, 23.985], [-21.817, 3.765, 24.749], [-20.969, 4.342, 23.629], [-20.684, 6.039, 25.821], [-19.881, 5.601, 26.118], [-21.394, 5.474, 26.176], [-21.966, 2.217, 30.679], [-22.290, 2.567, 29.831], [-22.566, 2.584, 31.336], [-23.046, 0.654, 25.539], [-22.552, 1.136, 24.866], [-23.057, 1.265, 26.299], [-25.446, 4.539, 25.866], [-24.576, 4.436, 26.296], [-25.670, 5.466, 25.998], [-23.810, 6.754, 28.091], [-23.612, 7.060, 27.200], [-23.559, 5.812, 28.082]],
  "orbital_gap_ev": 9.5,
  "e_lumo_ev": 3.17,
  "largest_force_ev_per_a": 0.4,
  "charge": -1,
  "energy_ev": -84606.43778,
  "relative_energy_kj_mol": 37.6
}